Run w
A cluster of 14 separate species, C16H60N10O14 in total. Source: OMol25; level of theory: ωB97M-V with the def2-TZVPD basis set.

Values from the calculation:
Frontier orbital gap = 0.275 Eh

Positions of all 100 atoms, in Å:
C  -0.489  3.856  -0.259
C  0.361  5.163  -0.500
O  1.569  5.044  0.150
H  -0.037  2.977  -0.725
H  -1.431  4.014  -0.726
H  -0.718  3.601  0.828
H  -0.122  6.088  -0.209
H  0.639  5.386  -1.502
H  2.145  5.742  -0.178
C  -1.317  2.452  -3.195
C  -0.268  3.295  -3.838
O  0.688  2.443  -4.444
H  -0.994  1.789  -2.362
H  -1.826  1.834  -3.947
H  -2.106  3.040  -2.716
H  0.188  3.996  -3.191
H  -0.817  3.945  -4.510
H  1.590  2.783  -4.482
C  1.826  -0.396  -3.222
O  1.524  -0.595  -4.550
N  1.497  0.653  -2.536
N  2.474  -1.320  -2.522
H  1.108  1.404  -3.132
H  1.748  0.893  -1.598
H  2.728  -2.177  -3.052
H  2.938  -1.065  -1.636
C  -4.191  0.648  -0.961
O  -5.135  0.982  -1.862
N  -3.233  -0.172  -1.119
N  -4.207  1.039  0.276
H  -2.961  -0.437  -2.056
H  -2.529  -0.335  -0.443
H  -4.702  1.882  0.642
H  -3.447  0.863  0.940
C  -0.229  -0.907  3.969
O  0.202  -0.019  4.995
N  0.548  -1.410  3.089
N  -1.466  -1.262  3.770
H  1.581  -1.218  3.088
H  0.358  -2.297  2.545
H  -2.177  -1.114  4.574
H  -1.767  -1.964  3.089
C  3.737  -1.148  0.802
O  2.797  -0.525  1.676
N  3.986  -0.709  -0.374
N  4.350  -2.284  1.029
H  3.640  0.246  -0.490
H  4.849  -0.958  -0.837
H  4.193  -2.618  1.977
H  5.165  -2.582  0.503
C  0.082  -3.817  -1.546
O  -1.173  -4.126  -0.915
N  0.791  -2.747  -1.187
N  0.656  -4.486  -2.471
H  0.253  -2.208  -0.505
H  1.464  -2.209  -1.770
H  0.048  -5.026  -3.060
H  1.488  -4.137  -2.924
C  -0.162  0.041  -0.089
O  -0.732  -1.056  0.572
H  -0.648  0.954  0.302
H  -0.495  -0.042  -1.131
H  0.929  0.088  -0.016
H  -0.258  -1.011  1.389
C  -1.490  -1.906  -3.253
O  -2.110  -0.690  -3.613
H  -0.419  -2.004  -3.449
H  -1.980  -2.761  -3.781
H  -1.738  -2.190  -2.239
H  -1.739  -0.489  -4.477
C  3.962  2.280  0.342
O  2.956  1.944  -0.616
H  4.782  2.617  -0.190
H  4.075  1.507  1.133
H  3.564  3.203  0.839
H  2.636  2.768  -0.989
C  -3.919  -3.347  2.824
O  -2.745  -2.973  2.131
H  -3.832  -4.399  2.987
H  -4.811  -3.179  2.273
H  -4.031  -2.879  3.727
H  -2.932  -2.882  1.185
C  1.364  2.262  2.595
O  1.356  3.655  2.696
H  0.928  1.753  3.527
H  2.318  1.827  2.401
H  0.825  2.014  1.682
H  1.339  4.177  1.878
C  -2.264  1.814  3.148
O  -2.554  0.727  2.289
H  -3.062  2.498  3.371
H  -1.518  2.432  2.598
H  -1.764  1.496  4.053
H  -2.118  -0.021  2.782
C  0.110  -4.797  2.735
O  0.235  -3.815  1.831
H  0.386  -5.802  2.321
H  -0.857  -4.874  3.167
H  0.764  -4.595  3.631
H  -0.212  -4.135  1.044

***

Run x
A cluster of 14 separate species, C16H60N10O14 in total. Source: OMol25; level of theory: ωB97M-V with the def2-TZVPD basis set.

Values from the calculation:
Frontier orbital gap = 0.288 Eh

Positions of all 100 atoms, in Å:
C  -1.203  0.531  -5.608
C  -0.867  -0.299  -4.347
O  0.136  0.481  -3.738
H  -1.574  1.544  -5.328
H  -2.050  0.011  -6.090
H  -0.359  0.787  -6.248
H  -0.547  -1.344  -4.538
H  -1.769  -0.422  -3.730
H  -0.236  1.226  -3.308
C  1.932  -2.394  1.213
C  1.974  -3.842  1.744
O  0.718  -4.205  2.162
H  2.900  -2.096  0.877
H  1.521  -1.710  1.927
H  1.355  -2.379  0.263
H  2.641  -3.994  2.591
H  2.276  -4.500  1.002
H  0.727  -4.985  2.708
C  -1.103  3.934  0.338
O  -2.262  3.352  0.823
N  -1.184  4.680  -0.740
N  0.068  3.926  0.944
H  -2.037  4.654  -1.202
H  -0.458  5.200  -1.197
H  0.177  3.119  1.593
H  0.931  4.378  0.502
C  -2.996  -3.716  2.049
O  -3.367  -4.856  1.391
N  -1.799  -3.187  2.075
N  -3.908  -2.959  2.615
H  -1.007  -3.747  1.791
H  -1.565  -2.446  2.732
H  -4.806  -3.368  3.020
H  -3.683  -1.977  2.914
C  1.676  1.618  2.754
O  2.380  0.641  2.030
N  0.396  1.772  2.600
N  2.315  2.408  3.592
H  -0.027  1.022  2.030
H  -0.165  2.260  3.328
H  3.338  2.283  3.785
H  1.831  2.966  4.355
C  -3.526  -1.562  -0.629
O  -3.771  -0.763  -1.714
N  -4.481  -1.870  0.221
N  -2.367  -2.096  -0.331
H  -5.273  -1.238  0.295
H  -4.242  -2.350  1.099
H  -1.690  -2.097  -1.074
H  -2.071  -2.547  0.555
C  0.912  -2.515  -2.347
O  -0.425  -2.409  -2.291
N  1.625  -1.525  -2.735
N  1.572  -3.608  -2.088
H  1.072  -0.693  -3.086
H  2.623  -1.548  -2.957
H  1.019  -4.450  -1.687
H  2.512  -3.522  -1.669
C  2.849  1.581  -2.976
O  2.206  2.470  -3.900
H  3.120  0.597  -3.405
H  2.325  1.428  -2.092
H  3.832  2.036  -2.639
H  1.488  1.981  -4.245
C  0.123  0.417  -0.175
O  -0.777  0.040  0.851
H  0.143  1.553  -0.244
H  -0.293  0.035  -1.105
H  1.158  0.003  -0.123
H  -1.276  -0.774  0.612
C  3.184  3.338  -0.009
O  2.755  4.647  -0.283
H  3.973  3.025  -0.757
H  2.451  2.608  -0.249
H  3.624  3.281  0.942
H  3.527  5.239  -0.180
C  -3.534  0.669  2.380
O  -4.432  -0.260  3.079
H  -2.640  0.963  2.875
H  -3.957  1.700  2.207
H  -3.179  0.242  1.481
H  -4.560  0.042  3.984
C  -2.183  1.910  -1.947
O  -1.028  2.514  -2.358
H  -2.083  1.543  -0.976
H  -2.523  1.148  -2.631
H  -2.992  2.668  -1.811
H  -0.817  3.223  -1.744
C  4.681  -0.647  -0.895
O  5.589  0.497  -0.840
H  4.816  -1.411  -0.171
H  4.743  -1.199  -1.845
H  3.616  -0.367  -0.721
H  6.416  0.297  -1.326
C  -0.348  -1.143  4.219
O  -1.723  -1.378  4.350
H  0.140  -2.093  4.272
H  0.014  -0.379  4.944
H  -0.151  -0.825  3.181
H  -2.088  -0.793  5.033

***

Most stable: run x

***

Run w
A cluster of 3 separate species, C5H9IO in total. Source: OMol25; level of theory: ωB97M-V with the def2-TZVPD basis set.

Values from the calculation:
Frontier orbital gap = 0.359 Eh
Structure (SMILES) = C#CC.CC=O.I

Positions of all 16 atoms, in Å:
C  2.043  -0.629  -1.246
C  1.187  -1.361  -0.853
C  0.622  -2.638  -0.272
H  2.685  -0.032  -1.833
H  1.079  -3.380  -0.884
H  -0.435  -2.966  -0.330
H  1.080  -2.771  0.618
C  0.823  1.311  0.993
C  0.218  1.252  -0.395
O  -0.993  1.035  -0.631
H  0.381  2.179  1.479
H  0.577  0.404  1.383
H  1.873  1.486  0.941
H  0.848  1.400  -1.211
I  -5.865  3.167  1.420
H  -6.123  1.544  0.821

***

Run x
A cluster of 2 separate species, C5H9IO in total. Source: OMol25; level of theory: ωB97M-V with the def2-TZVPD basis set.

Values from the calculation:
Frontier orbital gap (spin up / spin down) = 0.305 / 0.251 Eh

Positions of all 16 atoms, in Å:
C  -0.001  0.932  0.175
C  1.247  1.229  0.291
C  1.947  2.550  0.223
C  -1.168  -2.026  -0.950
C  -0.961  -1.575  0.449
O  -2.066  -1.341  1.173
I  2.677  -0.392  0.647
H  -0.873  1.537  0.030
H  1.225  3.332  -0.017
H  2.725  2.536  -0.542
H  2.413  2.781  1.184
H  -2.211  -2.308  -1.082
H  -0.942  -1.242  -1.670
H  -0.522  -2.871  -1.176
H  -0.034  -1.785  0.957
H  -1.848  -1.081  2.075

***

Most stable: run w

***

Run w
An isolated molecule of H5N2P. Source: OMol25; level of theory: ωB97M-V with the def2-TZVPD basis set.

Values from the calculation:
Frontier orbital gap = 0.376 Eh
Structure (SMILES) = NNP

Positions of all 8 atoms, in Å:
N  1.141  -0.154  -0.085
N  -0.102  0.562  0.279
P  -1.651  -0.118  -0.017
H  1.504  0.208  -1.052
H  1.807  0.023  0.602
H  0.108  1.624  0.151
H  -1.670  -1.224  1.111
H  -1.137  -0.920  -0.988

***

Run x
A cluster of 2 separate species, H5N2P in total. Source: OMol25; level of theory: ωB97M-V with the def2-TZVPD basis set.

Values from the calculation:
Frontier orbital gap = 0.361 Eh
Structure (SMILES) = [H]/N=N\[H].P

Positions of all 8 atoms, in Å:
H  2.187  0.381  1.262
N  2.730  -0.130  0.405
N  2.306  0.126  -0.666
H  1.575  0.907  -0.719
P  -2.485  0.088  0.245
H  -1.623  -0.815  0.772
H  -3.128  -0.889  -0.609
H  -1.562  0.332  -0.690

***

Most stable: run w

***

Run w
A structure of composition C7H8N4. Source: OMol25; level of theory: ωB97M-V with the def2-TZVPD basis set.

Values from the calculation:
Frontier orbital gap = 0.333 Eh

Positions of all 19 atoms, in Å:
C  -2.662  -0.816  0.491
C  -0.806  0.636  -0.265
C  0.537  2.439  -0.022
C  1.639  1.692  0.023
C  1.522  0.287  -0.006
C  1.583  -1.947  -0.184
C  0.192  -0.222  -0.234
H  -2.801  -0.180  1.252
H  -2.185  -1.772  0.951
H  -3.557  -1.364  0.205
H  -2.286  -0.408  -1.621
H  0.590  3.436  0.078
H  2.892  2.154  0.393
H  3.506  -0.852  0.427
H  1.961  -2.793  -0.246
N  -2.162  0.132  -0.528
N  -0.677  1.891  -0.287
N  2.358  -0.751  -0.029
N  0.356  -1.562  -0.398

***

Run x
An isolated molecule of C7H8N4. Source: OMol25; level of theory: ωB97M-V with the def2-TZVPD basis set.

Values from the calculation:
Frontier orbital gap = 0.324 Eh
Structure (SMILES) = Cc1nnc2ccnn2c1C

Positions of all 19 atoms, in Å:
C  0.244  2.715  0.671
C  -0.310  1.346  0.288
N  -1.630  1.311  -0.061
N  -2.223  0.212  -0.472
C  -1.492  -0.923  -0.497
C  -1.744  -2.214  -0.927
C  -0.556  -2.874  -0.786
N  0.442  -2.058  -0.343
N  -0.133  -0.898  -0.179
C  0.480  0.214  0.231
C  1.958  0.135  0.496
H  1.050  3.013  -0.014
H  -0.525  3.452  0.524
H  0.599  2.769  1.686
H  -2.726  -2.608  -1.239
H  -0.359  -3.932  -0.999
H  2.405  -0.395  -0.373
H  2.387  1.160  0.569
H  2.134  -0.425  1.426

***

Most stable: run x